<P>
Density functional theory data (wB97M-V/def2-TZVPD) for a 2-piece molecular cluster, C3H9NO overall.

Its structure (SMILES) is C=CCN.O. The calculation puts the HOMO-LUMO gap at 9.63 eV. As for the HOMO energy: -8.90 eV.

CARTESIAN COORDINATES (ANGSTROEM)
N  -1.796  0.226  1.099
C  -0.997  -0.629  0.246
C  0.377  0.629  -1.424
C  -0.743  -0.002  -1.103
H  -2.233  1.013  0.650
H  -1.339  0.533  1.940
H  -1.570  -1.550  0.070
H  -0.134  -1.002  0.783
H  0.437  1.218  -2.329
H  1.310  0.624  -0.866
H  -1.661  0.219  -1.631
H  2.921  -0.188  1.581
H  2.528  -0.976  0.367
O  2.901  -0.116  0.617

These are the natural (NBO) partial charges, in e, on atoms 1 to 5: -0.849, -0.253, -0.380, -0.202, 0.363



<Q>
Density functional theory data (wB97M-V/def2-TZVPD) for a 2-piece molecular cluster, C3H9NO overall.

Its structure (SMILES) is C=CCN.O. The calculation puts the HOMO-LUMO gap at 10.02 eV. As for the HOMO energy: -9.22 eV.

CARTESIAN COORDINATES (ANGSTROEM)
N  0.958  -1.181  -0.751
C  0.658  0.332  -1.227
C  -1.036  1.902  -0.145
C  -0.664  0.681  -0.700
H  1.944  -1.378  -0.869
H  0.876  -1.123  0.212
H  0.692  0.218  -2.271
H  1.468  0.954  -0.679
H  -1.955  1.885  0.556
H  -0.568  2.677  -0.105
H  -1.186  -0.200  -0.681
H  0.285  -1.968  1.928
H  -1.139  -1.530  2.658
O  -0.333  -1.268  2.075

These are the natural (NBO) partial charges, in e, on atoms 1 to 5: -0.831, -0.267, -0.350, -0.170, 0.344



<R>
Density functional theory data (wB97M-V/def2-TZVPD) for a 2-piece molecular cluster, C3H9NO overall.

Its structure (SMILES) is C=CNC.O. The calculation puts the HOMO-LUMO gap at 8.66 eV. As for the HOMO energy: -7.76 eV.

CARTESIAN COORDINATES (ANGSTROEM)
C  -0.789  1.146  1.227
C  -0.712  0.421  0.058
N  -1.639  -0.446  -0.399
C  -1.329  -1.396  -1.533
H  -1.281  0.773  2.116
H  -0.025  1.935  1.378
H  0.001  0.867  -0.619
H  -2.603  -0.421  -0.096
H  -0.686  -0.929  -2.273
H  -0.732  -2.271  -1.276
H  -2.247  -1.654  -2.044
H  3.708  0.251  0.505
H  4.374  0.723  1.903
O  3.959  1.002  1.053

These are the natural (NBO) partial charges, in e, on atoms 1 to 5: -0.531, 0.009, -0.625, -0.407, 0.191



<S>
Density functional theory data (wB97M-V/def2-TZVPD) for a 2-piece molecular cluster, C3H9NO overall.

Its structure (SMILES) is C=CCN.O. The calculation puts the HOMO-LUMO gap at 10.61 eV. As for the HOMO energy: -9.68 eV.

CARTESIAN COORDINATES (ANGSTROEM)
N  0.929  -0.559  -0.523
C  -0.455  -0.631  -0.051
C  -2.256  1.161  -0.334
C  -1.398  0.275  -0.792
H  1.053  -1.050  -1.397
H  1.200  0.387  -0.782
H  -0.458  -0.408  1.010
H  -0.774  -1.644  -0.283
H  -2.842  1.774  -1.011
H  -2.559  1.297  0.694
H  -1.314  0.104  -1.846
H  3.403  -0.045  1.143
H  2.258  -0.344  2.128
O  3.212  -0.318  2.045

These are the natural (NBO) partial charges, in e, on atoms 1 to 5: -0.830, -0.259, -0.394, -0.189, 0.354



Most stable to least stable: <S>, <P>, <R>, <Q>



<P>
Density functional theory data (wB97M-V/def2-TZVPD) for a 2-piece molecular cluster, C3H9NO overall.

Its structure (SMILES) is C=CO.CN. The calculation puts the HOMO-LUMO gap at 9.21 eV. As for the HOMO energy: -8.32 eV.

CARTESIAN COORDINATES (ANGSTROEM)
C  -0.819  1.817  -0.005
N  -1.033  0.568  -0.708
H  0.226  1.871  0.301
H  -1.429  1.943  0.902
H  -1.124  2.721  -0.565
H  -2.008  0.494  -0.982
H  -0.545  0.542  -1.596
C  1.298  -1.883  -0.344
C  1.218  -1.285  0.854
O  0.262  -0.535  1.457
H  1.719  -2.854  -0.528
H  0.754  -1.456  -1.176
H  1.945  -1.577  1.606
H  -0.464  -0.367  0.785

These are the natural (NBO) partial charges, in e, on atoms 1 to 5: -0.430, -0.849, 0.212, 0.201, 0.175



<Q>
Density functional theory data (wB97M-V/def2-TZVPD) for a 2-piece molecular cluster, C3H9NO overall.

Its structure (SMILES) is C=CN.CO. The calculation puts the HOMO-LUMO gap at 9.82 eV. As for the HOMO energy: -8.95 eV.

CARTESIAN COORDINATES (ANGSTROEM)
C  1.282  4.081  2.968
O  0.805  2.789  3.438
H  0.521  4.762  3.304
H  1.390  3.997  1.914
H  2.325  4.375  3.198
C  -0.986  -2.652  -2.094
C  -1.110  -3.874  -2.707
N  -0.461  -1.419  -2.501
H  -1.221  -2.617  -1.024
H  -1.650  -4.641  -2.196
H  -0.677  -4.137  -3.672
H  0.473  -1.174  -2.358
H  1.513  2.412  3.927
H  -1.003  -0.691  -2.091

These are the natural (NBO) partial charges, in e, on atoms 1 to 5: -0.265, -0.725, 0.185, 0.171, 0.172



<R>
Density functional theory data (wB97M-V/def2-TZVPD) for a 2-piece molecular cluster, C3H9NO overall.

Its structure (SMILES) is C/C=C/N.O. The calculation puts the HOMO-LUMO gap at 9.29 eV. As for the HOMO energy: -8.46 eV.

CARTESIAN COORDINATES (ANGSTROEM)
C  -2.992  -0.492  -0.086
C  -1.565  -0.315  0.182
C  -0.897  -1.201  1.027
N  0.483  -1.414  1.416
H  -3.546  0.192  0.612
H  -3.305  -1.533  0.199
H  -3.386  -0.199  -1.095
H  -0.899  0.577  -0.113
H  -1.539  -1.932  1.568
H  0.492  -0.917  2.333
H  1.436  -1.415  0.977
H  4.773  2.778  -1.679
H  5.368  2.823  -3.111
O  5.578  3.047  -2.228

These are the natural (NBO) partial charges, in e, on atoms 1 to 5: -0.654, -0.238, -0.006, -0.910, 0.215



<S>
Density functional theory data (wB97M-V/def2-TZVPD) for a 2-piece molecular cluster, C3H9NO overall.

Its structure (SMILES) is C=C(C)N.O. The calculation puts the HOMO-LUMO gap at 9.54 eV. As for the HOMO energy: -8.53 eV.

CARTESIAN COORDINATES (ANGSTROEM)
C  0.468  -0.808  -1.789
C  0.185  -1.652  -0.563
C  -0.510  -2.779  -0.654
N  0.599  -1.116  0.673
H  1.416  -1.066  -2.246
H  0.493  0.243  -1.539
H  -0.332  -0.994  -2.511
H  -0.720  -3.401  0.215
H  -0.938  -3.212  -1.560
H  1.611  -1.035  0.761
H  0.206  -1.578  1.477
H  -1.317  5.570  3.175
H  -0.144  5.761  2.152
O  -1.018  6.068  2.410

These are the natural (NBO) partial charges, in e, on atoms 1 to 5: -0.653, 0.187, -0.493, -0.833, 0.216



Most stable to least stable: <S>, <P>, <R>, <Q>



<P>
Density functional theory data (wB97M-V/def2-TZVPD) for C3H9NO as an isolated structure.

The calculation puts the HOMO-LUMO gap at 7.32 eV. As for the HOMO energy: -6.65 eV.

CARTESIAN COORDINATES (ANGSTROEM)
C  0.745  -0.038  -0.220
C  -0.306  0.129  0.679
C  1.375  0.572  1.565
N  -2.147  -0.651  -1.990
O  -1.109  -0.776  -1.045
H  -2.149  -1.502  -2.555
H  -1.917  0.115  -2.626
H  1.250  -0.986  -0.309
H  1.003  0.751  -0.909
H  -0.879  1.042  0.682
H  -0.646  -0.691  1.290
H  2.185  1.141  1.115
H  0.855  1.219  2.269
H  1.740  -0.324  2.054

These are the natural (NBO) partial charges, in e, on atoms 1 to 5: -0.169, -0.186, -0.635, -0.533, -0.717



<Q>
Density functional theory data (wB97M-V/def2-TZVPD) for one molecule with the formula C3H9NO.

Its structure (SMILES) is NCCCO. The calculation puts the HOMO-LUMO gap at 9.94 eV. As for the HOMO energy: -8.84 eV.

CARTESIAN COORDINATES (ANGSTROEM)
C  -0.721  -0.434  -0.626
C  -0.118  0.358  0.607
C  1.427  0.407  0.362
O  1.997  1.522  -0.201
N  -1.776  -1.224  -0.093
H  0.028  -1.101  -1.203
H  -0.994  0.187  -1.486
H  -0.412  0.055  1.658
H  -0.588  1.367  0.754
H  1.802  -0.256  -0.506
H  2.039  0.275  1.257
H  1.386  2.317  -0.260
H  -2.707  -1.291  -0.441
H  -1.366  -2.182  0.178

These are the natural (NBO) partial charges, in e, on atoms 1 to 5: -0.217, -0.469, -0.067, -0.739, -0.878



<R>
Density functional theory data (wB97M-V/def2-TZVPD) for one molecule with the formula C3H9NO.

Its structure (SMILES) is CCCNO. The calculation puts the HOMO-LUMO gap at 10.02 eV. As for the HOMO energy: -9.11 eV.

CARTESIAN COORDINATES (ANGSTROEM)
C  1.085  0.505  -0.438
C  -0.704  0.233  -0.661
C  -1.060  -1.206  -0.396
N  1.473  0.448  0.904
O  0.162  1.084  1.664
H  0.490  1.573  2.445
H  1.368  -0.506  1.252
H  1.264  1.488  -0.878
H  1.481  -0.313  -1.044
H  -0.728  0.483  -1.721
H  -1.344  0.938  -0.138
H  -2.115  -1.378  -0.640
H  -0.914  -1.460  0.656
H  -0.459  -1.888  -1.003

These are the natural (NBO) partial charges, in e, on atoms 1 to 5: -0.243, -0.375, -0.634, -0.311, -0.663



Most stable to least stable: <Q>, <R>, <P>



<P>
Density functional theory data (wB97M-V/def2-TZVPD) for a 2-piece molecular cluster, CH6NO2 overall.

Its total charge is +1. The calculation puts the HOMO-LUMO gap at 12.18 eV. As for the HOMO energy: -16.36 eV.

CARTESIAN COORDINATES (ANGSTROEM)
O  0.341  0.434  2.003
H  0.818  1.117  2.485
H  0.091  -0.233  2.653
H  1.666  0.034  -1.941
C  -0.127  -0.234  -1.370
N  -0.907  -0.247  -0.347
O  1.020  0.351  -1.292
H  -0.471  -0.707  -2.287
H  -0.631  0.191  0.551
H  -1.800  -0.706  -0.453

These are the natural (NBO) partial charges, in e, on atoms 1 to 5: -0.970, 0.512, 0.498, 0.537, 0.554



<Q>
Density functional theory data (wB97M-V/def2-TZVPD) for a 2-piece molecular cluster, CH6NO2 overall.

Its total charge is +1. The calculation puts the HOMO-LUMO gap at 12.39 eV. As for the HOMO energy: -16.58 eV.

CARTESIAN COORDINATES (ANGSTROEM)
O  -2.086  -1.433  0.055
H  -2.752  -1.981  -0.380
H  -2.416  -1.335  0.956
H  0.385  1.541  -1.266
C  1.232  0.603  0.184
N  0.343  -0.296  0.390
O  1.172  1.551  -0.696
H  2.138  0.633  0.773
H  -0.589  -0.432  -0.024
H  0.565  -0.979  1.112

These are the natural (NBO) partial charges, in e, on atoms 1 to 5: -0.976, 0.515, 0.493, 0.523, 0.566



Most stable to least stable: <P>, <Q>



<P>
Density functional theory data (wB97M-V/def2-TZVPD) for one molecule with the formula CH3NO4.

Its structure (SMILES) is O=[N+]([O-])OCO. The calculation puts the HOMO-LUMO gap at 11.84 eV. As for the HOMO energy: -11.34 eV.

CARTESIAN COORDINATES (ANGSTROEM)
C  0.065  0.043  0.223
N  -1.621  1.463  1.683
O  -0.759  1.632  2.446
O  -2.641  2.075  1.584
O  0.428  0.675  -0.982
O  -1.484  0.375  0.723
H  0.103  -1.045  0.081
H  0.738  0.551  0.864
H  -0.157  0.457  -1.787

These are the natural (NBO) partial charges, in e, on atoms 1 to 5: 0.225, 0.738, -0.347, -0.340, -0.701



<Q>
Density functional theory data (wB97M-V/def2-TZVPD) for one molecule with the formula CH3NO4.

The calculation puts the HOMO-LUMO gap (alpha / beta) at 8.62 / 7.94 eV. As for the HOMO energy (alpha / beta): -9.36 / -8.75 eV.

CARTESIAN COORDINATES (ANGSTROEM)
C  -0.437  -1.096  0.361
N  0.179  0.214  0.384
O  -0.522  1.200  0.089
O  1.409  0.379  0.463
O  0.187  1.920  -1.186
O  1.269  1.281  -1.465
H  -1.306  -0.903  1.053
H  -1.007  -1.198  -0.532
H  0.228  -1.798  0.833

These are the natural (NBO) partial charges, in e, on atoms 1 to 5: -0.481, 0.429, -0.208, -0.282, -0.006



Most stable to least stable: <P>, <Q>



<P>
Density functional theory data (wB97M-V/def2-TZVPD) for a 2-piece molecular cluster, CH3NO4 overall.

Its structure (SMILES) is O=[N+]([O-])O.C=O. The calculation puts the HOMO-LUMO gap at 11.19 eV. As for the HOMO energy: -11.25 eV.

CARTESIAN COORDINATES (ANGSTROEM)
C  -0.975  1.968  0.167
N  1.175  -1.792  -0.202
O  -0.158  -1.652  0.048
O  1.533  -2.912  -0.316
O  -1.326  0.828  0.067
O  1.820  -0.790  -0.275
H  -1.670  2.814  0.076
H  0.076  2.245  0.347
H  -0.475  -0.710  0.087

These are the natural (NBO) partial charges, in e, on atoms 1 to 5: 0.322, 0.742, -0.549, -0.343, -0.534



<Q>
Density functional theory data (wB97M-V/def2-TZVPD) for a 2-piece molecular cluster, CH3NO4 overall.

Its structure (SMILES) is O=CO.O=NO. The calculation puts the HOMO-LUMO gap at 10.59 eV. As for the HOMO energy: -10.68 eV.

CARTESIAN COORDINATES (ANGSTROEM)
C  -0.789  0.859  0.759
N  1.064  -0.634  -0.758
O  2.229  -0.801  -0.804
O  0.460  -0.653  -2.057
O  -1.531  0.280  0.008
O  -0.168  0.425  1.844
H  -0.625  1.982  0.870
H  -0.399  -0.892  -1.850
H  -0.240  -0.567  1.988

These are the natural (NBO) partial charges, in e, on atoms 1 to 5: 0.666, 0.337, -0.250, -0.563, -0.603



Most stable to least stable: <Q>, <P>